Formula: C9H6N2O4Ti
Source: the OMol25 dataset
Level of theory: ωB97M-V with the def2-TZVPD basis set

## Properties
- Molar mass: 254.02 Da
- Kohn-Sham gap (spin up / spin down): 0.22265 / 0.21689 Ha
- Spin multiplicity: 3
- Total charge: +2

Positions of all 22 atoms, in Å:
Ti  -0.6122  0.0090  -1.6118
O  -1.1210  3.0782  -1.7776
C  -0.9322  1.9258  -1.7839
C  1.2371  -0.6649  -1.8060
O  2.3580  -1.0573  -1.7735
C  -2.0722  -1.2394  -1.7574
O  -2.9522  -1.9776  -1.7743
C  -0.5740  0.0160  -3.7105
O  -0.5809  0.0129  -4.8712
N  -0.3079  -2.0348  0.6939
C  0.0595  -0.8040  1.1376
C  0.4334  -0.6096  2.4661
C  0.8611  0.6236  2.9153
C  0.9245  1.6988  2.0225
C  0.5461  1.5006  0.7221
N  0.0956  0.2769  0.3697
H  -0.4484  -2.3050  -0.2653
H  -0.3423  -2.7940  1.3420
H  0.3989  -1.4572  3.1411
H  1.1567  0.7683  3.9543
H  1.2665  2.6728  2.3496
H  0.6058  2.3609  0.0174

Force components x, y, z for each atom (eV/Å):
Ti 1.407 0.356 3.442
O 0.905 -5.549 -0.033
C -1.849 9.249 -0.961
C 10.275 -3.639 -0.633
O -7.112 2.491 -0.161
C -6.391 -4.875 -1.031
O 2.767 2.232 0.130
C -0.263 -0.080 -6.249
O 0.107 0.042 5.009
N -0.208 0.492 -0.602
C 0.677 0.443 1.765
C 0.186 -0.367 1.025
C -0.198 -0.405 -0.087
C 0.180 0.593 -0.267
C 0.542 0.872 1.632
N -0.993 -0.227 -3.570
H 0.206 -0.044 0.108
H -0.006 -0.318 0.325
H 0.035 0.083 0.052
H -0.097 -0.149 -0.258
H -0.001 -0.077 -0.039
H -0.170 -1.123 0.400

***

Formula: C9H7Br2NOS
Source: the OMol25 dataset
Level of theory: ωB97M-V with the def2-TZVPD basis set

## Properties
- Molar mass: 337.04 Da
- Kohn-Sham gap (spin up / spin down): 0.27491 / 0.23619 Ha

Positions of all 21 atoms, in Å:
C  1.2980  1.0943  -0.5124
C  2.6243  0.8484  -0.4857
C  2.0984  -1.3108  0.4268
C  -0.2603  -2.0960  0.4244
C  0.7223  -1.0515  0.2052
C  0.3115  0.1569  -0.2714
C  3.0089  -0.3869  0.0254
C  -1.5500  -1.8521  0.3655
C  -3.1588  1.2933  0.3115
N  -0.9146  0.3119  -0.7986
O  -1.0061  2.8600  -0.2952
S  -1.7594  1.7657  -0.9071
Br  4.9199  -0.9705  0.0881
Br  -3.1500  -2.5892  0.1227
H  1.0788  1.9879  -1.1522
H  3.4429  1.6501  -0.5795
H  2.3711  -2.2635  0.8560
H  0.2243  -3.0313  0.5462
H  -3.5232  2.1516  0.8412
H  -2.7995  0.5682  1.0084
H  -3.9785  0.8634  -0.2193

Force components x, y, z for each atom (eV/Å):
C 0.201 3.177 -2.666
C 2.918 0.619 1.546
C -1.316 -0.336 -0.239
C -0.067 0.666 -0.154
C 0.857 -1.683 1.281
C -0.061 1.277 -1.281
C 1.977 -0.775 0.172
C 0.910 1.043 -0.220
C 0.930 -0.064 -0.657
N -2.182 -0.849 0.516
O -0.093 0.468 0.256
S -0.316 -0.624 0.792
Br -1.459 0.748 0.017
Br -0.619 -0.528 -0.033
H -0.338 -0.615 1.319
H -1.624 -1.300 -0.526
H 0.192 -0.027 -0.101
H -0.206 -1.273 0.279
H 0.233 0.803 -0.023
H 0.497 -0.399 0.419
H -0.431 -0.329 -0.698

***

Max |F| per entry: 10.9 4.2 eV Å⁻¹
ΔE to the lowest compared entry with this formula, charge and spin per entry: 107.1 164.4 kJ/mol